i.
The following is a DFT calculation (wB97M-V/def2-TZVPD) of a single C4H8O molecule.

ORCA input file:
```
! wB97M-V def2-TZVPD RIJCOSX def2/J DEFGRID3
* xyz 0 1
O 0.12056 -1.48294 -0.12323
C 0.69447 0.76935 -0.28907
C -1.09357 -0.74841 -0.09557
C 1.20364 -0.59137 0.18499
C -0.74323 0.71289 0.18774
H 2.09683 -0.92580 -0.36913
H -1.40987 1.38993 -0.36014
H 0.71724 0.85293 -1.39505
H -0.85974 0.94867 1.26037
H 1.40098 -0.55645 1.28246
H -1.79868 -1.13414 0.65940
H 1.26037 1.59547 0.14486
H -1.58902 -0.83015 -1.08762
*
```

Summary:
E_HOMO   -0.35225 Eh
LUMO energy   1.1 eV

ii.
The following is a DFT calculation (wB97M-V/def2-TZVPD) of a 2-piece molecular cluster, C4H8O overall.

ORCA input file:
```
! wB97M-V def2-TZVPD RIJCOSX def2/J DEFGRID3
* xyz 0 1
O -1.75520 0.35877 -1.28905
C -0.76128 -0.07395 -0.77189
C -0.50520 -1.07703 0.35486
C 0.72867 0.24544 -0.91015
C 0.96400 -0.57968 0.38244
H -1.11105 -0.93919 1.25542
H 0.98529 1.30895 -0.89385
H -0.75072 2.26968 1.32366
H 1.15753 -0.20692 -1.81127
H -1.23960 2.11279 0.78504
H 1.17808 0.04969 1.25001
H 1.72717 -1.35790 0.31555
H -0.61767 -2.11065 0.00924
*
```

Summary:
E_HOMO   -0.35170 Eh
LUMO energy   1.1 eV

Of them, i has the highest stability.

i.
The following is a DFT calculation (wB97M-V/def2-TZVPD) of a single C4H8O molecule.

ORCA input file:
```
! wB97M-V def2-TZVPD RIJCOSX def2/J DEFGRID3
* xyz 0 1
O -0.63288 1.56020 -0.12553
C 1.21936 -0.02924 0.68275
C -1.38475 -0.68429 -0.00506
C -0.18171 0.22094 -0.04406
C 1.06527 0.05014 -0.82601
H -1.95379 -0.40650 -0.92654
H 1.41757 -0.98918 1.11544
H -0.90050 1.76760 0.81690
H 1.39552 0.87123 -1.51055
H 1.62846 0.85422 1.30239
H -1.90703 -0.58685 1.00728
H 1.34896 -0.92957 -1.13974
H -1.11450 -1.69870 -0.34728
*
```

Summary:
E_HOMO   -0.35049 Eh
LUMO energy   1.0 eV

ii.
The following is a DFT calculation (wB97M-V/def2-TZVPD) of a single C4H8O molecule.

ORCA input file:
```
! wB97M-V def2-TZVPD RIJCOSX def2/J DEFGRID3
* xyz 0 1
O 1.36618 -0.68284 1.13157
C -0.77621 -0.68603 -0.71676
C 0.05202 0.55478 -0.52041
C -1.22017 0.37423 0.25424
C 1.36531 0.41396 0.24137
H 0.95016 -1.42519 0.67325
H -2.10430 0.96899 0.03555
H -1.31929 -0.87658 -1.63675
H -1.08165 0.14684 1.30760
H -0.39995 -1.60947 -0.28193
H 0.08276 1.29588 -1.32012
H 2.20865 0.34701 -0.46551
H 1.52202 1.30092 0.86504
*
```

Summary:
E_HOMO   -0.36999 Eh
LUMO energy   1.1 eV

Of them, ii has the highest stability.

i.
The following is a DFT calculation (wB97M-V/def2-TZVPD) of a single C9H12N2O2S molecule.

ORCA input file:
```
! wB97M-V def2-TZVPD RIJCOSX def2/J DEFGRID3
* xyz 0 1
S -0.38302 -0.90965 1.80897
O -1.39802 0.56038 -0.38420
O -0.56870 2.50002 0.52989
N 1.04339 1.37216 1.95136
N 3.94718 0.17710 0.60438
C 1.32695 -1.70522 -0.13375
C 1.47380 -0.19590 -0.18096
C -3.70489 1.16323 -0.17747
C -0.56119 1.32812 0.26249
C 2.10455 -2.49577 -1.14578
C -2.45301 1.21120 -1.14541
C 0.49618 0.47612 0.98446
C 2.89251 -0.00265 0.17549
C 0.49683 -2.12219 0.83655
H 0.08183 -3.18680 1.06163
H -3.70903 0.19730 0.31131
H 2.18479 -2.14661 -2.20659
H 2.02161 1.30003 2.11734
H 0.96272 2.37052 1.72200
H -2.05203 2.15529 -1.49193
H -2.64151 0.51718 -1.92282
H 1.86044 -3.56724 -1.32326
H -4.43922 1.30103 -0.96703
H -3.41775 1.99226 0.50424
H 3.15975 -2.68241 -0.67468
H 1.27584 0.39251 -1.11621
*
```

Summary:
E_HOMO   -0.30521 Eh
LUMO energy   0.5 eV

ii.
The following is a DFT calculation (wB97M-V/def2-TZVPD) of a single C9H12N2O2S molecule.

ORCA input file:
```
! wB97M-V def2-TZVPD RIJCOSX def2/J DEFGRID3
* xyz 0 1
S -1.73576 -2.12312 -0.34634
O 2.05520 0.95514 0.94739
O -1.94270 0.15261 1.16444
N 0.43774 -0.35280 -0.01004
N 0.85738 -2.65638 -0.07702
C 1.81638 -0.11374 0.39759
C 0.02692 -1.70653 -0.13687
C -0.32275 0.66732 -0.43188
C 4.28108 -1.09492 0.05404
C -2.65632 -0.88151 0.64147
C 0.11749 2.13721 -0.48259
C -3.92266 -0.48142 -0.25931
C 2.75435 -1.17679 0.11045
C 2.16975 -2.46840 0.00623
H -4.68728 -0.01783 0.33922
H -1.12627 0.16539 -0.99506
H -2.43399 1.02613 1.08475
H 4.61651 -0.11090 -0.37989
H -3.58028 0.20336 -1.03441
H 0.39482 2.41927 -1.44174
H 4.48701 -1.95074 -0.61773
H -0.76143 2.77466 -0.26533
H 0.99432 2.30817 0.14540
H 4.70340 -1.33530 1.05829
H 2.85408 -3.28839 0.07963
H -4.32613 -1.44770 -0.67695
*
```

Summary:
E_HOMO (spin up / spin down)   -0.24505 / -0.27141 Eh
LUMO energy (spin up / spin down)   -0.1 / -0.2 eV

Of them, i has the highest stability.

i.
The following is a DFT calculation (wB97M-V/def2-TZVPD) of a 3-piece molecular cluster, C3H8NOS overall.

ORCA input file:
```
! wB97M-V def2-TZVPD RIJCOSX def2/J DEFGRID3
* xyz 1 1
S -2.53805 -0.47795 -0.39891
O -0.39667 -1.42314 0.77842
N 0.11986 -0.18442 -1.04841
C 0.71069 -1.94736 0.41933
C 1.30124 -1.16934 -0.73986
C -0.81443 -0.38980 0.11352
H -0.00553 -0.01136 2.94024
H 1.55204 -1.80354 -1.56340
H 1.10815 -2.73364 1.05646
H -0.42864 -0.26700 -1.90697
H 0.39430 0.79726 -1.27318
H 2.27732 -0.81903 -0.40194
H 0.62869 0.31962 2.48161
H -2.84932 0.93848 -0.37743
*
```

Summary:
E_HOMO (spin up / spin down)   -0.45955 / -0.47199 Eh
LUMO energy (spin up / spin down)   -4.9 / -4.3 eV

ii.
The following is a DFT calculation (wB97M-V/def2-TZVPD) of an isolated ion of composition C3H8NOS and charge +1.

ORCA input file:
```
! wB97M-V def2-TZVPD RIJCOSX def2/J DEFGRID3
* xyz 1 1
S -1.44795 -1.92768 -0.20596
O -2.02087 0.86697 -0.23407
N 0.45779 1.06463 0.96911
C -1.07859 -0.05734 -0.58895
C 0.28652 0.23863 -0.02492
C 1.57727 -0.31894 -0.55725
H -0.34778 1.49469 1.37864
H 1.30553 1.29749 1.29440
H -2.47714 0.72931 0.61588
H 1.43360 -1.14712 -1.30134
H 2.30321 0.48027 -1.05514
H 2.08602 -0.75918 0.26669
H -1.05297 -1.79416 1.08216
H -1.02465 -0.16757 -1.63926
*
```

Summary:
E_HOMO   -0.52291 Eh
LUMO energy   -5.1 eV

Of them, ii has the highest stability.

i.
The following is a DFT calculation (wB97M-V/def2-TZVPD) of a 2-piece molecular cluster, C3H8NOS overall.

ORCA input file:
```
! wB97M-V def2-TZVPD RIJCOSX def2/J DEFGRID3
* xyz 1 1
S -1.93036 0.01394 -0.85984
O -3.15951 -0.02490 0.23461
N 1.61843 -0.01402 -0.17061
C 1.96871 0.99842 0.77716
C -4.31011 -0.47105 0.08102
C 2.53474 -0.58608 -0.89406
H 3.03951 1.41597 0.58645
H 2.30139 -1.55872 -1.54757
H 2.13577 0.47035 1.82472
H 1.13906 1.75403 0.69322
H 0.55539 0.01302 -0.35968
H 3.58144 -0.38810 -0.81400
H -4.47557 -1.34312 -0.52927
H -4.99890 -0.27974 0.97783
*
```

Summary:
E_HOMO (spin up / spin down)   -0.44077 / -0.44073 Eh
LUMO energy (spin up / spin down)   -5.1 / -5.1 eV

ii.
The following is a DFT calculation (wB97M-V/def2-TZVPD) of an isolated ion of composition C3H8NOS and charge +1.

ORCA input file:
```
! wB97M-V def2-TZVPD RIJCOSX def2/J DEFGRID3
* xyz 1 1
S 1.47840 -1.07844 0.29345
O 1.89450 0.28591 -0.55301
N -0.65712 0.75146 0.46836
C -1.12618 -1.38216 -0.61292
C -0.48276 -0.61452 0.51236
C 1.78150 1.45408 -0.07732
H -0.82892 -2.42694 -0.60539
H -1.06832 1.15319 -0.36213
H 1.91697 2.27034 -0.78096
H -0.63667 -1.04544 1.50006
H -0.86239 -0.94873 -1.57566
H 1.63919 1.66193 0.97680
H -0.83873 1.25679 1.32155
H -2.20946 -1.33746 -0.50520
*
```

Summary:
E_HOMO   -0.51231 Eh
LUMO energy   -5.6 eV

Of them, ii has the highest stability.

i.
The following is a DFT calculation (wB97M-V/def2-TZVPD) of a 2-piece molecular cluster, C2H4O3S overall.

ORCA input file:
```
! wB97M-V def2-TZVPD RIJCOSX def2/J DEFGRID3
* xyz 0 1
S 0.31894 2.22552 1.21621
O -0.00815 -1.42989 -2.78511
O -2.02129 -0.22783 -1.11950
O 0.71550 -2.04897 -0.72279
C -0.80630 -0.34226 -0.69378
C 0.01682 -1.26455 -1.61100
H 0.01940 2.85815 2.36194
H 1.02049 -2.80453 -1.25419
H 0.18890 1.03562 1.75288
H -2.41525 -0.77193 -1.83320
*
```

Summary:
E_HOMO   -0.33118 Eh
LUMO energy   -0.4 eV

ii.
The following is a DFT calculation (wB97M-V/def2-TZVPD) of a single C2H4O3S molecule.

ORCA input file:
```
! wB97M-V def2-TZVPD RIJCOSX def2/J DEFGRID3
* xyz 0 1
S 0.10612 1.71529 -1.38556
O -0.94844 -1.45985 -0.48440
O 0.47299 -1.51851 -0.36287
O -0.64652 1.37145 1.16046
C -0.08416 0.85132 0.26058
C 0.72312 -0.49603 0.53276
H 0.51071 -0.77545 1.52524
H 1.74346 -0.26793 0.41091
H -0.47262 2.90909 -1.08957
H -1.40466 -2.32938 -0.56753
*
```

Summary:
E_HOMO   -0.35905 Eh
LUMO energy   0.6 eV

Of them, i has the highest stability.